Computed, not measured: an isolated molecule of C4H4N2O4, with the ωB97M-V functional and the def2-TZVPD basis.

Positions of all 14 atoms, in Å:
C -1.403 0.427 0.196
C 0.095 0.158 0.072
C 0.828 -0.926 0.164
C 2.288 -0.426 0.000
H -3.183 -1.601 -0.983
H -2.491 -0.631 1.258
H 0.684 -1.901 0.385
H 2.738 1.538 -0.726
N -2.128 -0.836 0.416
N 2.055 0.885 -0.051
O -3.182 -0.853 -0.532
O -1.904 1.457 0.086
O 3.331 -1.056 -0.080
O 0.745 1.309 -0.110

HOMO-LUMO gap: 9.62 eV
Multiplicity: 1
Relative energy (zero: lowest compared OMol25 entry of this formula, charge and spin): 36.9 kcal per mole
E_LUMO: -0.32 eV
SMILES string: O=C(NO)c1cc(=O)[nH]o1
DFT total energy: -15377.7720 eV



Computed, not measured: a cluster of 2 separate species, C5H12O in total, with the ωB97M-V functional and the def2-TZVPD basis.

Positions of all 18 atoms, in Å:
C 2.404 0.640 2.118
C 2.790 -0.316 1.004
C 1.640 -0.754 0.089
H 2.039 1.588 1.712
H 3.324 0.935 2.645
H 1.777 0.108 2.833
H 3.254 -1.195 1.448
H 3.618 0.050 0.390
H 1.860 -1.724 -0.343
H 0.738 -0.939 0.688
H 1.427 -0.010 -0.670
O -1.896 -0.045 -2.378
C -3.099 0.034 -2.393
C -3.920 0.331 -1.190
H -3.579 -0.030 -3.384
H -4.164 1.404 -1.113
H -3.361 0.157 -0.267
H -4.853 -0.231 -1.189

HOMO-LUMO gap: 11.00 eV
Multiplicity: 1
Relative energy (zero: lowest compared OMol25 entry of this formula, charge and spin): 21.2 kcal per mole
E_LUMO: 1.04 eV
SMILES string: CC=O.CCC
DFT total energy: -7426.3923 eV



Computed, not measured: a structure of composition CBr3OP, with the ωB97M-V functional and the def2-TZVPD basis.

Positions of all 6 atoms, in Å:
C -0.953 0.061 -0.174
O 1.682 0.087 0.443
P 0.547 -0.654 0.916
Br -0.620 -1.350 -1.517
Br -1.037 1.641 -1.216
Br -2.474 -0.317 0.953

HOMO-LUMO gap: 8.86 eV
Multiplicity: 1
Relative energy (zero: lowest compared OMol25 entry of this formula, charge and spin): 0.0 kcal per mole
E_LUMO: -0.91 eV
DFT total energy: -222499.6942 eV



Computed, not measured: an isolated molecule of C21H26FN3O, with the ωB97M-V functional and the def2-TZVPD basis.

Positions of all 52 atoms, in Å:
C 5.159 1.866 -0.341
H 6.155 1.470 -0.521
H 5.055 2.819 -0.854
H 5.024 2.031 0.722
C 4.119 0.877 -0.866
N 2.760 1.379 -0.693
C 2.221 1.960 0.396
O 2.815 2.334 1.385
C 0.709 2.160 0.240
N 0.121 1.056 -0.499
C -1.199 1.331 -1.049
C -2.313 1.296 0.009
N -2.341 0.051 0.760
C -1.026 -0.227 1.312
C 0.094 -0.191 0.261
H 1.063 -0.332 0.744
H -0.049 -1.006 -0.458
H -1.043 -1.202 1.802
H -0.831 0.531 2.078
C -2.941 -1.056 0.036
C -4.414 -0.818 -0.164
C -5.174 -0.327 0.890
C -6.526 -0.118 0.703
C -7.155 -0.387 -0.499
C -6.391 -0.878 -1.542
C -5.032 -1.089 -1.378
H -4.447 -1.469 -2.202
H -6.858 -1.094 -2.491
H -8.214 -0.212 -0.605
F -7.260 0.363 1.730
H -4.708 -0.101 1.835
H -2.469 -1.256 -0.940
H -2.815 -1.953 0.652
H -3.285 1.442 -0.466
H -2.159 2.107 0.728
H -1.181 2.305 -1.541
H -1.394 0.571 -1.813
H 0.290 2.318 1.243
H 0.558 3.080 -0.334
H 2.071 1.039 -1.351
C 4.275 -0.486 -0.223
C 4.624 -1.589 -0.992
C 4.761 -2.838 -0.412
C 4.543 -2.999 0.945
C 4.192 -1.905 1.718
C 4.061 -0.655 1.140
H 3.792 0.194 1.748
H 4.022 -2.025 2.778
H 4.648 -3.974 1.399
H 5.038 -3.686 -1.021
H 4.794 -1.469 -2.053
H 4.259 0.767 -1.949

HOMO-LUMO gap: 8.72 eV
Multiplicity: 1
Relative energy (zero: lowest compared OMol25 entry of this formula, charge and spin): 3.3 kcal per mole
E_LUMO: 0.65 eV
SMILES string: C[C@H](NC(=O)CN1CCN(Cc2cccc(F)c2)CC1)c1ccccc1
DFT total energy: -31434.7051 eV



Computed, not measured: a structure of composition C33H41BiN3O5PS, with the ωB97M-V functional and the def2-TZVPD basis.

Positions of all 85 atoms, in Å:
Bi 1.237 -0.225 0.875
N 4.804 -3.768 3.400
C 3.811 -4.673 3.250
C 3.784 -6.029 3.395
C 2.587 -6.679 3.085
C 1.442 -5.983 2.581
C 1.535 -4.612 2.379
C 2.700 -3.955 2.719
N 3.051 -2.600 2.515
C 4.297 -2.569 2.935
C 5.171 -1.420 2.827
C 6.489 -1.460 3.240
S 7.268 0.008 2.807
C 5.814 0.517 2.036
N 4.786 -0.262 2.115
H 5.776 -4.027 3.554
H 4.688 -6.510 3.715
H 2.506 -7.754 3.285
H 0.547 -6.551 2.410
H 0.716 -4.098 1.961
H 7.060 -2.192 3.783
H 5.823 1.474 1.553
O 1.324 -0.880 -5.472
C 2.047 -1.229 -4.608
C 2.816 -0.202 -3.763
O 2.448 0.918 -3.726
C 4.065 -1.003 -3.307
C 3.648 -2.507 -3.307
O 4.459 -3.264 -2.938
C 2.344 -2.694 -4.142
O 1.552 -3.533 -4.450
O 5.191 -0.770 -3.122
H 1.305 1.045 2.271
C -4.428 3.178 2.480
C -4.072 1.777 2.897
C -3.524 1.071 1.691
C -2.600 1.985 0.841
C -2.079 3.356 1.477
C -3.233 4.088 2.165
P -1.229 1.072 -0.102
C -0.639 2.288 -1.402
C -1.772 3.259 -1.878
C -1.179 4.677 -2.152
C 0.161 4.636 -2.847
C 1.206 4.033 -1.867
C 0.558 3.037 -0.868
C -2.129 -0.258 -1.080
C -2.243 -1.558 -0.249
C -2.792 -2.716 -1.063
C -3.495 -2.193 -2.425
C -4.388 -0.996 -2.103
C -3.469 0.172 -1.745
H -5.045 3.685 3.266
H -5.053 3.081 1.601
H -4.942 1.258 3.290
H -3.299 1.782 3.661
H -4.347 0.734 1.078
H -3.028 0.134 2.001
H -3.218 2.376 0.033
H -1.716 4.035 0.700
H -1.260 3.148 2.154
H -3.550 4.906 1.527
H -2.876 4.623 3.079
H -0.332 1.698 -2.215
H -2.558 3.336 -1.160
H -2.239 2.770 -2.749
H -0.999 5.140 -1.164
H -1.861 5.344 -2.666
H 0.489 5.661 -3.106
H 0.144 4.104 -3.792
H 1.614 4.845 -1.296
H 2.068 3.593 -2.340
H 0.228 3.562 0.016
H 1.335 2.339 -0.565
H -1.561 -0.449 -2.016
H -2.876 -1.369 0.606
H -1.272 -1.826 0.157
H -3.528 -3.258 -0.515
H -1.977 -3.370 -1.329
H -4.036 -3.011 -2.920
H -2.735 -1.878 -3.137
H -4.963 -1.241 -1.207
H -5.096 -0.807 -2.877
H -4.027 0.850 -1.101
H -3.229 0.781 -2.639

HOMO-LUMO gap (alpha / beta): 3.05 / 2.78 eV
Multiplicity: 1
Relative energy (zero: lowest compared OMol25 entry of this formula, charge and spin): 37.7 kcal per mole
E_LUMO (alpha / beta): -2.82 / -2.93 eV
DFT total energy: -75552.3482 eV



Computed, not measured: a structure of composition C36H37Cl2GeN5O2RuS, with the ωB97M-V functional and the def2-TZVPD basis.

Positions of all 85 atoms, in Å:
Ru 0.313 -0.900 1.062
Cl -5.948 -3.413 1.018
C -4.528 -2.568 1.511
C -3.317 -2.946 0.950
C -2.144 -2.283 1.297
N -0.840 -2.506 0.754
C -0.583 -3.821 0.325
O -1.435 -4.680 0.337
C 0.789 -4.222 -0.157
C 0.899 -5.496 -0.711
C 2.143 -5.925 -1.136
C 3.227 -5.074 -0.996
C 3.013 -3.826 -0.435
N 1.823 -3.407 -0.018
C -2.252 -1.198 2.187
C -3.458 -0.837 2.774
C -4.604 -1.533 2.439
Cl -6.099 -1.077 3.158
N -1.077 -0.462 2.305
C -0.797 0.469 3.294
O -1.430 0.649 4.303
C 0.380 1.342 2.929
C 0.731 2.411 3.723
C 1.718 3.275 3.270
C 2.285 3.050 2.028
C 1.889 1.942 1.295
N 0.973 1.090 1.750
H -3.329 -3.749 0.237
H 0.019 -6.116 -0.791
H 2.267 -6.911 -1.564
H 4.218 -5.370 -1.312
H 3.840 -3.131 -0.311
H -3.504 -0.023 3.480
H 0.210 2.549 4.660
H 2.023 4.122 3.870
H 3.033 3.715 1.618
H 2.306 1.737 0.319
C 0.898 -1.077 -2.378
C 2.106 -0.697 -1.590
C 3.290 -0.362 -2.291
C 4.442 -0.143 -1.606
C 4.461 -0.310 -0.200
C 5.647 -0.187 0.551
C 5.628 -0.400 1.902
C 4.429 -0.742 2.543
C 3.253 -0.873 1.838
S 1.808 -1.410 2.667
C 3.246 -0.639 0.439
N 2.070 -0.750 -0.274
H 1.143 -1.956 -2.980
H 0.596 -0.283 -3.062
H 0.066 -1.340 -1.731
H 3.251 -0.297 -3.369
H 5.358 0.120 -2.121
H 6.566 0.068 0.039
H 6.535 -0.313 2.485
H 4.426 -0.919 3.611
C -1.798 5.535 -1.566
C -1.220 4.354 -0.797
C -2.284 3.611 0.002
C -1.728 2.474 0.870
Ge -0.999 0.981 -0.181
C -2.465 -0.084 -0.979
C -3.200 0.670 -2.095
C -2.362 0.970 -3.331
C -3.160 1.704 -4.400
H -1.029 6.060 -2.132
H -2.264 6.252 -0.888
H -2.564 5.204 -2.270
H -0.439 4.701 -0.112
H -0.726 3.672 -1.497
H -3.061 3.244 -0.673
H -2.790 4.324 0.660
H -2.515 2.062 1.508
H -0.957 2.883 1.522
H 0.115 1.429 -1.148
H -3.165 -0.302 -0.170
H -2.098 -1.043 -1.344
H -3.631 1.598 -1.711
H -4.059 0.059 -2.392
H -1.976 0.029 -3.737
H -1.484 1.567 -3.057
H -4.033 1.122 -4.701
H -2.561 1.891 -5.290
H -3.518 2.666 -4.028

HOMO-LUMO gap (alpha / beta): 5.69 / 5.83 eV
<S²>: 0.778
Multiplicity: 2
Relative energy (zero: lowest compared OMol25 entry of this formula, charge and spin): 0.0 kcal per mole
Charge: +1
E_LUMO (alpha / beta): -4.77 / -4.84 eV
DFT total energy: -144452.4812 eV



In order of appearance, maximum force = 7.9; 1.4; 2.4; 0.5; 3.0; 0.7 eV Å⁻¹.